# 1
This record from OMol25 describes 12 unconnected molecules or ions with the total composition C24H48Cl24. The level of theory is wB97M-V/def2-TZVPD.

Output
SMILES = ClCCCl.ClCCCl.ClCCCl.ClCCCl.ClCCCl.ClCCCl.ClCCCl.ClCCCl.ClCCCl.ClCCCl.ClCCCl.ClCCCl

Each line ends with the Löwdin charge.
Positions of all 96 atoms, in Å:
1 Cl -5.10 -5.84 1.20  0.57
2 C -3.83 -4.71 1.75  -0.67
3 C -3.82 -3.53 0.80  -0.65
4 Cl -2.48 -2.40 1.14  0.60
5 H -2.91 -5.28 1.62  0.01
6 H -4.00 -4.39 2.77  0.07
7 H -4.73 -2.95 0.92  0.07
8 H -3.70 -3.79 -0.24  0.02
9 Cl 0.11 2.06 -0.02  0.66
10 C -0.40 0.41 -0.40  -0.60
11 C 0.27 -0.53 0.58  -0.72
12 Cl 2.03 -0.56 0.40  0.58
13 H -0.21 0.13 -1.44  0.06
14 H -1.47 0.33 -0.26  0.06
15 H -0.03 -1.57 0.55  -0.02
16 H 0.07 -0.19 1.59  -0.03
17 Cl 6.96 1.31 1.78  0.57
18 C 5.31 0.92 1.35  -0.71
19 C 4.85 1.65 0.09  -0.63
20 Cl 5.14 3.43 0.22  0.51
21 H 4.60 1.14 2.15  0.06
22 H 5.26 -0.16 1.22  0.06
23 H 3.79 1.47 -0.09  0.01
24 H 5.44 1.37 -0.78  0.06
25 Cl 3.60 -0.95 -6.66  0.53
26 C 2.18 0.14 -6.75  -0.65
27 C 2.13 1.01 -5.51  -0.62
28 Cl 1.45 0.03 -4.15  0.51
29 H 1.29 -0.48 -6.80  0.05
30 H 2.26 0.74 -7.65  0.07
31 H 1.56 1.94 -5.62  0.04
32 H 3.12 1.32 -5.17  0.06
33 Cl -1.14 2.29 -4.23  0.53
34 C -1.14 3.55 -2.97  -0.67
35 C 0.30 3.97 -2.70  -0.73
36 Cl 1.11 4.65 -4.11  0.58
37 H -1.53 3.11 -2.06  -0.02
38 H -1.70 4.43 -3.28  0.08
39 H 0.87 3.16 -2.27  0.02
40 H 0.22 4.72 -1.90  0.00
41 Cl 1.49 2.17 3.21  0.58
42 C 0.03 2.27 4.21  -0.69
43 C -1.25 2.16 3.45  -0.65
44 Cl -1.88 3.78 2.94  0.61
45 H 0.05 3.18 4.81  0.07
46 H 0.16 1.48 4.96  0.01
47 H -2.04 1.73 4.07  0.04
48 H -1.19 1.59 2.52  0.01
49 Cl 2.35 7.11 1.53  0.53
50 C 1.62 5.52 1.11  -0.64
51 C 0.11 5.64 0.97  -0.71
52 Cl -0.35 6.64 -0.40  0.59
53 H 1.87 4.83 1.91  0.04
54 H 2.17 5.26 0.21  0.05
55 H -0.32 6.06 1.87  0.05
56 H -0.22 4.63 0.71  -0.01
57 Cl -0.59 -5.27 3.05  0.56
58 C 0.79 -4.18 2.56  -0.61
59 C 1.47 -3.74 3.82  -0.68
60 Cl 2.69 -2.48 3.45  0.55
61 H 0.34 -3.40 1.95  0.02
62 H 1.44 -4.79 1.93  0.07
63 H 1.96 -4.59 4.29  0.07
64 H 0.77 -3.32 4.54  0.02
65 Cl 1.05 -3.56 -1.39  0.59
66 C 2.66 -4.24 -1.69  -0.62
67 C 3.51 -3.25 -2.45  -0.66
68 Cl 5.25 -3.67 -2.37  0.54
69 H 2.54 -5.12 -2.32  0.08
70 H 3.07 -4.53 -0.73  0.06
71 H 3.42 -2.26 -1.99  0.04
72 H 3.27 -3.18 -3.50  0.06
73 Cl -3.92 1.76 -1.93  0.59
74 C -4.92 2.44 -0.63  -0.64
75 C -4.06 3.26 0.33  -0.67
76 Cl -3.64 4.85 -0.38  0.56
77 H -5.33 1.60 -0.07  0.07
78 H -5.74 3.04 -1.00  0.07
79 H -3.12 2.73 0.47  0.02
80 H -4.62 3.49 1.23  0.06
81 Cl -1.80 -3.72 -2.32  0.53
82 C -0.94 -3.39 -3.84  -0.68
83 C -1.95 -3.13 -4.94  -0.63
84 Cl -2.89 -4.64 -5.34  0.51
85 H -0.34 -4.26 -4.06  0.06
86 H -0.35 -2.49 -3.76  0.03
87 H -1.55 -2.77 -5.89  0.07
88 H -2.67 -2.40 -4.59  0.06
89 Cl -1.81 0.32 6.83  0.59
90 C -1.69 -1.38 6.32  -0.64
91 C -1.95 -1.56 4.82  -0.59
92 Cl -0.57 -0.92 3.88  0.67
93 H -2.48 -1.93 6.83  0.08
94 H -0.70 -1.74 6.58  0.07
95 H -2.84 -0.97 4.59  0.07
96 H -2.09 -2.59 4.53  0.06



# 2
This record from OMol25 describes a molecular structure, C24H48Cl6O7. The level of theory is wB97M-V/def2-TZVPD.

Each line ends with the Löwdin charge.
Positions of all 85 atoms, in Å:
1 C -5.58 2.66 -2.38  -1.12
2 Cl -5.82 3.61 -3.73  0.56
3 Cl -5.66 3.78 -1.02  0.49
4 H -6.37 1.92 -2.44  0.03
5 H -4.58 2.23 -2.41  0.03
6 C 8.63 1.25 -3.55  -1.10
7 Cl 8.37 0.83 -5.22  0.52
8 Cl 8.01 0.01 -2.52  0.53
9 H 9.70 1.33 -3.35  0.03
10 H 8.11 2.18 -3.30  0.03
11 C 4.28 7.68 5.58  -1.04
12 Cl 2.90 6.65 5.08  0.47
13 Cl 5.13 6.94 6.91  0.51
14 H 5.00 7.83 4.78  0.03
15 H 3.78 8.62 5.81  0.02
16 C 4.92 -4.22 4.69  -0.02
17 C 4.22 -5.51 4.25  -0.49
18 O 4.83 -6.35 3.64  0.07
19 C 2.78 -5.75 4.66  -0.02
20 H 4.39 -3.31 4.41  0.08
21 H 5.81 -4.26 4.07  0.07
22 H 5.31 -4.15 5.70  0.08
23 H 2.34 -6.70 4.34  0.08
24 H 2.13 -4.89 4.51  0.08
25 H 2.91 -5.91 5.73  0.08
26 C -1.08 -7.19 -1.89  -0.03
27 C -1.75 -7.71 -3.13  -0.50
28 O -1.46 -7.17 -4.17  0.07
29 C -2.88 -8.73 -2.99  -0.02
30 H -1.67 -7.33 -0.99  0.07
31 H -0.83 -6.14 -2.05  0.09
32 H -0.17 -7.74 -1.70  0.09
33 H -3.66 -8.16 -2.50  0.08
34 H -2.75 -9.54 -2.27  0.08
35 H -3.25 -9.13 -3.93  0.08
36 C 2.42 2.40 0.06  -0.03
37 C 1.32 1.38 0.23  -0.46
38 O 0.15 1.79 0.35  0.03
39 C 1.63 -0.11 0.24  -0.02
40 H 3.20 2.12 -0.65  0.08
41 H 2.81 2.75 1.02  0.09
42 H 2.02 3.36 -0.25  0.08
43 H 0.88 -0.51 -0.44  0.09
44 H 1.45 -0.49 1.25  0.09
45 H 2.62 -0.30 -0.16  0.07
46 C -3.14 9.30 -2.26  -0.03
47 C -1.73 9.24 -2.64  -0.50
48 O -1.35 9.34 -3.80  0.04
49 C -0.59 9.17 -1.62  -0.03
50 H -3.55 10.30 -2.42  0.10
51 H -3.25 9.06 -1.20  0.08
52 H -3.73 8.53 -2.75  0.10
53 H -0.92 8.45 -0.88  0.07
54 H -0.59 10.13 -1.10  0.08
55 H 0.41 8.91 -1.97  0.08
56 C -1.99 1.33 6.46  -0.02
57 C -2.46 0.05 7.16  -0.45
58 O -1.82 -0.97 7.08  0.05
59 C -3.72 -0.02 8.09  -0.02
60 H -2.42 1.32 5.46  0.08
61 H -0.92 1.49 6.30  0.08
62 H -2.37 2.18 7.02  0.07
63 H -3.62 0.69 8.91  0.07
64 H -3.80 -1.02 8.54  0.07
65 H -4.66 0.05 7.54  0.07
66 C -6.96 -3.57 0.00  -0.02
67 C -5.73 -2.60 0.14  -0.50
68 O -5.20 -2.18 -0.86  0.07
69 C -5.03 -2.56 1.45  -0.03
70 H -7.79 -2.87 -0.02  0.07
71 H -7.10 -4.33 0.76  0.07
72 H -6.96 -4.00 -1.00  0.08
73 H -5.80 -2.10 2.08  0.08
74 H -4.13 -1.94 1.47  0.09
75 H -4.82 -3.53 1.89  0.09
76 C 2.39 -0.74 -6.77  -0.03
77 C 3.16 -1.33 -7.89  -0.52
78 O 3.33 -2.55 -7.92  0.05
79 C 3.86 -0.49 -8.86  -0.03
80 H 2.02 -1.53 -6.11  0.09
81 H 1.50 -0.27 -7.19  0.09
82 H 2.83 0.03 -6.14  0.08
83 H 4.41 0.27 -8.30  0.09
84 H 3.19 0.01 -9.56  0.09
85 H 4.49 -1.23 -9.37  0.09



# 3
This record from OMol25 describes a molecular structure, C24H48ClLi2O10. The level of theory is wB97M-V/def2-TZVPD.

Output
Charge = +1

Each line ends with the Löwdin charge.
Positions of all 85 atoms, in Å:
1 Li -0.86 1.49 -0.73  0.72
2 Li 1.23 -2.74 2.97  0.82
3 Cl 0.05 -0.97 0.61  0.66
4 O -0.20 -0.69 -0.79  -0.37
5 O -1.01 -1.76 1.23  -0.34
6 O 1.32 -1.64 0.72  -0.36
7 O 0.09 0.29 1.31  -0.36
8 C -4.11 1.97 1.75  -0.16
9 C -4.63 2.93 0.67  -0.14
10 C -3.63 2.75 -0.49  -0.16
11 O -2.65 1.81 -0.03  -0.25
12 C -3.31 0.97 0.94  -0.17
13 H -4.92 1.56 2.35  0.12
14 H -3.46 2.53 2.43  0.10
15 H -4.61 3.93 1.11  0.11
16 H -5.65 2.65 0.41  0.12
17 H -3.21 3.74 -0.63  0.12
18 H -4.13 2.35 -1.37  0.13
19 H -2.56 0.51 1.57  0.11
20 H -3.99 0.24 0.50  0.13
21 C 5.08 -1.06 3.60  -0.16
22 C 5.01 -2.21 4.61  -0.12
23 C 3.52 -2.49 4.65  -0.20
24 O 2.93 -1.92 3.48  -0.26
25 C 3.93 -1.30 2.64  -0.17
26 H 6.01 -0.95 3.03  0.12
27 H 5.04 -0.08 4.07  0.12
28 H 5.43 -2.00 5.59  0.12
29 H 5.49 -3.06 4.11  0.12
30 H 2.99 -2.09 5.52  0.13
31 H 3.30 -3.57 4.69  0.12
32 H 3.57 -0.41 2.13  0.12
33 H 4.23 -2.05 1.90  0.13
34 C -4.77 -3.30 2.27  -0.19
35 C -6.08 -3.18 1.53  -0.17
36 C -6.10 -4.53 0.78  -0.20
37 O -4.73 -4.85 0.54  -0.14
38 C -3.86 -3.93 1.24  -0.20
39 H -4.79 -3.96 3.14  0.12
40 H -4.41 -2.33 2.63  0.11
41 H -6.01 -2.38 0.78  0.11
42 H -6.94 -3.06 2.18  0.11
43 H -6.73 -4.49 -0.11  0.12
44 H -6.50 -5.27 1.48  0.12
45 H -3.38 -3.23 0.55  0.11
46 H -3.11 -4.58 1.69  0.11
47 C -0.12 5.67 0.43  -0.16
48 C 0.06 4.94 1.72  -0.17
49 C -0.33 3.49 1.43  -0.15
50 O -0.45 3.45 -0.02  -0.24
51 C 0.14 4.61 -0.63  -0.17
52 H 0.47 6.58 0.32  0.13
53 H -1.19 5.88 0.29  0.12
54 H -0.42 5.36 2.61  0.12
55 H 1.12 5.05 1.99  0.12
56 H -1.30 3.23 1.85  0.11
57 H 0.47 2.83 1.74  0.11
58 H -0.35 4.87 -1.57  0.13
59 H 1.20 4.42 -0.82  0.12
60 C 1.09 -2.19 -6.13  -0.17
61 C 1.74 -1.67 -4.84  -0.16
62 C 0.49 -1.31 -4.01  -0.23
63 O -0.61 -1.37 -4.88  -0.14
64 C -0.36 -2.46 -5.80  -0.18
65 H 1.62 -3.03 -6.58  0.11
66 H 1.02 -1.39 -6.87  0.11
67 H 2.47 -0.95 -5.20  0.10
68 H 2.25 -2.48 -4.32  0.11
69 H 0.54 -0.35 -3.48  0.10
70 H 0.34 -1.97 -3.14  0.11
71 H -1.06 -2.32 -6.63  0.12
72 H -0.62 -3.43 -5.37  0.12
73 C 3.56 2.08 -1.69  -0.15
74 C 3.55 0.65 -1.14  -0.16
75 C 4.33 -0.14 -2.19  -0.20
76 O 5.28 0.76 -2.72  -0.12
77 C 4.79 2.09 -2.62  -0.19
78 H 3.73 2.84 -0.93  0.11
79 H 2.66 2.24 -2.27  0.10
80 H 2.49 0.43 -1.03  0.09
81 H 4.00 0.43 -0.17  0.10
82 H 3.63 -0.57 -2.93  0.10
83 H 4.84 -1.02 -1.79  0.12
84 H 4.50 2.45 -3.61  0.12
85 H 5.60 2.72 -2.26  0.12



Maximum force across the listed records, respectively: 0.0276; 0.0907; 0.0353 Eh/bohr.
HOMO level across the listed records, respectively: -10.37; -9.43; -11.12 eV.
Energy above the lowest of the compared OMol25 structures with the same formula, charge and spin across the listed records, respectively: 63.5; 291.3; 0.0 kJ/mol.